[1]
This record from the OMol25 dataset describes a cluster of 4 separate species, C5H16O3 in total. The level of theory is the ωB97M-V functional and the def2-TZVPD basis.

Cartesian coordinates (Å):
C -0.78 -0.79 1.69
C -0.09 -0.31 0.42
C -0.30 0.73 -0.39
C 0.50 0.84 -1.67
C -1.37 1.77 -0.18
H -1.43 -1.63 1.41
H -1.34 -0.03 2.23
H 0.01 -1.25 2.28
H 0.80 -0.88 0.21
H 1.42 0.28 -1.59
H -0.11 0.44 -2.49
H 0.75 1.87 -1.92
H -2.35 1.43 -0.52
H -1.50 2.06 0.87
H -1.19 2.71 -0.71
O -3.34 -0.93 -0.58
H -3.91 -1.44 -1.16
H -2.56 -1.43 -0.32
O 2.66 -2.16 -0.57
H 3.03 -1.35 -0.16
H 2.79 -2.86 0.08
O 2.80 0.64 1.05
H 3.52 1.23 1.29
H 1.99 1.08 0.74

HOMO (eV): -8.83
SMILES: CC=C(C)C.O.O.O
Energy above the lowest of the compared OMol25 structures with the same formula, charge and spin (eV): 0.425
Charge: 0
HOMO-LUMO gap (eV): 9.471

[2]
This record from the OMol25 dataset describes a structure of composition C2ClNa4O10. The level of theory is the ωB97M-V functional and the def2-TZVPD basis.

Cartesian coordinates (Å):
Na 20.77 -20.54 -13.01
Na 21.50 -22.74 -16.31
Na 19.71 -19.67 -17.84
Na 14.64 -21.14 -14.60
Cl 18.17 -21.62 -15.60
O 16.92 -21.24 -15.93
O 18.14 -22.13 -14.32
O 18.79 -22.40 -16.72
O 19.14 -20.51 -15.46
C 17.00 -19.89 -19.79
O 17.71 -20.27 -20.71
O 15.87 -19.72 -20.11
O 17.26 -19.89 -18.56
C 22.49 -20.15 -15.96
O 22.00 -20.76 -14.97
O 21.83 -20.32 -16.97
O 23.69 -20.06 -16.10

HOMO (eV): -1.55
Energy above the lowest of the compared OMol25 structures with the same formula, charge and spin (eV): 4.113
Charge: -1
HOMO-LUMO gap (eV): 2.040

[3]
This record from the OMol25 dataset describes a cluster of 17 separate species, H33O17 in total. The level of theory is the ωB97M-V functional and the def2-TZVPD basis.

Cartesian coordinates (Å):
O -4.39 -0.24 -1.22
H -3.81 -0.98 -0.96
H -3.80 0.42 -0.81
O 0.28 2.69 1.48
H 0.21 2.67 0.51
H -0.34 1.94 1.55
O -0.48 1.66 -2.78
H -1.10 0.98 -2.50
H 0.02 1.15 -3.42
O -2.34 3.55 -2.52
H -2.19 2.78 -3.05
H -1.49 3.98 -2.39
O 0.99 4.76 3.58
H 1.64 4.07 3.50
O 1.31 0.02 4.53
H 0.30 -5.05 -3.16
H 2.22 0.18 4.29
O -0.74 -1.43 -0.12
H -1.69 -0.32 0.38
H -0.92 -2.05 0.60
O -4.12 -2.65 -3.43
H -4.74 -1.92 -3.38
H 0.21 4.43 4.04
O 0.88 0.38 0.15
H 0.32 -0.59 -0.06
H 0.93 0.60 -0.78
O -0.26 -1.07 -3.12
H -0.71 -1.28 -2.27
H -0.95 -1.34 -3.74
O -2.11 0.62 0.32
H -1.28 1.07 0.14
H 2.75 2.36 3.14
O 3.74 -0.54 0.76
H 3.77 0.06 1.52
H 3.31 0.00 0.08
O 2.69 1.81 2.36
H 1.75 1.69 2.12
H 0.88 -0.37 3.76
O -2.48 -0.07 3.59
H -1.77 0.14 4.19
H -2.48 -0.01 2.64
O 0.54 -5.46 -2.36
H 0.37 -4.78 -1.69
H -3.35 -2.35 -3.90
O 3.46 -1.24 -2.65
H 3.67 -1.10 -1.71
H 3.62 -2.18 -2.69
O 2.47 -2.66 1.99
H 2.85 -1.91 2.42
H 2.37 -2.41 1.08

HOMO (eV): -6.87
Energy above the lowest of the compared OMol25 structures with the same formula, charge and spin (eV): 2.471
Charge: -1
HOMO-LUMO gap (eV): 9.060

[4]
This record from the OMol25 dataset describes a structure of composition C10H16HgN2PSe. The level of theory is the ωB97M-V functional and the def2-TZVPD basis.

Cartesian coordinates (Å):
C 2.97 1.95 0.32
C 3.99 1.07 0.90
C 3.74 0.93 2.23
C 3.04 2.02 2.66
C 2.57 2.71 1.40
Hg 1.23 0.84 1.27
P 1.63 -0.88 -1.24
H 2.78 2.02 -0.77
H 4.84 0.59 0.46
H 4.26 0.13 2.80
H 2.01 3.62 1.60
H 2.98 2.21 3.73
H 1.04 -2.19 -1.33
H 2.85 -1.13 -1.97
H 0.98 -0.27 -2.37
C -1.66 1.08 -1.89
N -2.25 -0.08 -1.30
C -2.99 -0.96 -2.05
C -3.38 -1.96 -1.21
N -2.84 -1.68 0.03
C -3.04 -2.47 1.21
C -2.21 -0.46 0.02
Se -1.61 0.43 1.51
H -0.85 0.83 -2.56
H -1.28 1.73 -1.11
H -2.40 1.60 -2.48
H -3.18 -0.78 -3.08
H -4.00 -2.81 -1.37
H -4.04 -2.36 1.62
H -2.90 -3.54 0.99
H -2.30 -2.18 1.96

HOMO (eV): -0.90
Charge: -1
HOMO-LUMO gap (eV): 3.826

[5]
This record from the OMol25 dataset describes a structure of composition C3H4NO2. The level of theory is the ωB97M-V functional and the def2-TZVPD basis.

Cartesian coordinates (Å):
C 0.94 0.62 0.72
C 0.74 1.70 1.46
C 0.39 -0.46 -0.11
N -1.26 -0.73 -0.92
O 1.07 -1.28 -0.63
O 0.82 2.62 2.09
H 1.98 0.31 0.99
H -1.04 -1.37 -1.84
H -1.79 -0.03 -1.30
H -1.87 -1.38 -0.48

HOMO (eV): -15.00
Energy above the lowest of the compared OMol25 structures with the same formula, charge and spin (eV): 2.024
Charge: +1
HOMO-LUMO gap (eV): 10.065

[6]
This record from the OMol25 dataset describes a cluster of 6 separate species, C10H20F2N2O10 in total. The level of theory is the ωB97M-V functional and the def2-TZVPD basis.

Cartesian coordinates (Å):
N 13.27 16.53 -3.39
H 13.71 16.54 -2.49
H 12.27 16.37 -3.38
H 13.70 15.74 -3.84
H 13.48 17.27 -4.06
N 13.86 17.13 -10.49
H 14.28 17.63 -9.72
H 14.49 16.67 -11.13
H 13.44 17.88 -11.02
H 13.05 16.65 -10.12
C 8.16 12.27 -7.31
C 9.15 13.30 -6.80
O 10.19 13.70 -7.45
O 9.12 13.80 -5.66
H 7.70 11.77 -6.46
H 8.83 11.64 -7.90
H 7.43 12.81 -7.91
C 15.66 22.37 -4.39
C 15.99 21.59 -5.68
O 16.82 22.06 -6.47
O 15.55 20.42 -5.80
H 15.44 21.76 -3.52
H 14.87 23.11 -4.52
H 16.50 22.99 -4.06
C 15.13 16.44 6.03
C 16.13 17.59 6.30
O 15.80 18.45 5.25
C 15.52 17.65 4.19
O 15.47 18.02 2.97
O 14.91 16.49 4.62
F 17.37 17.08 6.24
H 14.18 16.65 6.53
H 15.59 15.61 6.57
H 15.97 18.14 7.22
C 14.34 9.46 -6.90
C 13.68 8.79 -5.74
O 13.84 9.81 -4.68
C 14.77 10.66 -5.07
O 15.17 11.62 -4.36
O 15.18 10.41 -6.34
F 14.44 7.83 -5.25
H 13.61 9.99 -7.50
H 14.81 8.77 -7.59
H 12.65 8.48 -5.91

HOMO (eV): -5.86
Energy above the lowest of the compared OMol25 structures with the same formula, charge and spin (eV): 9.133
Charge: 0
HOMO-LUMO gap (eV): 3.658

[7]
This record from the OMol25 dataset describes the ion CH2F2N2OP with charge +1. The level of theory is the ωB97M-V functional and the def2-TZVPD basis.

Cartesian coordinates (Å):
F -1.13 -1.43 0.68
C -1.25 -0.11 0.82
F -1.79 0.35 -0.32
O -0.05 0.46 1.04
N 1.02 0.05 -0.03
P 1.57 -0.50 -1.62
N 2.19 0.27 0.00
H -1.88 0.15 1.69
H 1.31 0.75 -2.25

HOMO (eV): -17.35
SMILES: FC(F)O[N+]1=[PH]=N1
Energy above the lowest of the compared OMol25 structures with the same formula, charge and spin (eV): 5.103
Charge: +1
HOMO-LUMO gap (eV): 9.842

Copy entry 1 word for word.
This record from the OMol25 dataset describes a cluster of 4 separate species, C5H16O3 in total. The level of theory is the ωB97M-V functional and the def2-TZVPD basis.

Cartesian coordinates (Å):
C -0.78 -0.79 1.69
C -0.09 -0.31 0.42
C -0.30 0.73 -0.39
C 0.50 0.84 -1.67
C -1.37 1.77 -0.18
H -1.43 -1.63 1.41
H -1.34 -0.03 2.23
H 0.01 -1.25 2.28
H 0.80 -0.88 0.21
H 1.42 0.28 -1.59
H -0.11 0.44 -2.49
H 0.75 1.87 -1.92
H -2.35 1.43 -0.52
H -1.50 2.06 0.87
H -1.19 2.71 -0.71
O -3.34 -0.93 -0.58
H -3.91 -1.44 -1.16
H -2.56 -1.43 -0.32
O 2.66 -2.16 -0.57
H 3.03 -1.35 -0.16
H 2.79 -2.86 0.08
O 2.80 0.64 1.05
H 3.52 1.23 1.29
H 1.99 1.08 0.74

HOMO (eV): -8.83
SMILES: CC=C(C)C.O.O.O
Energy above the lowest of the compared OMol25 structures with the same formula, charge and spin (eV): 0.425
Charge: 0
HOMO-LUMO gap (eV): 9.471